{"formula": "C8H17N", "method": "ωB97M-V/def2-TZVPD", "species": ["N", "C", "C", "C", "C", "C", "C", "C", "C", "H", "H", "H", "H", "H", "H", "H", "H", "H", "H", "H", "H", "H", "H", "H", "H", "H"], "positions_angstrom": [[2.351, -1.175, -0.292], [-0.779, -0.310, 0.011], [-0.711, -1.458, 1.023], [-2.052, 0.482, 0.339], [1.877, 0.144, -0.087], [0.214, 2.033, -0.592], [-0.908, -0.902, -1.397], [1.412, 0.667, 1.234], [0.485, 0.684, 0.041], [1.133, 2.613, -0.638], [-2.901, -0.196, 0.419], [-1.946, 1.001, 1.290], [2.162, -1.513, -1.228], [-0.161, 1.926, -1.608], [1.236, -0.045, 2.024], [0.145, -2.109, 0.865], [-2.287, 1.210, -0.432], [-0.511, 2.604, -0.015], [-0.689, -1.083, 2.043], [-0.076, -1.567, -1.619], [2.049, -1.823, 0.422], [2.507, 0.886, -0.682], [-0.931, -0.119, -2.151], [-1.603, -2.079, 0.924], [-1.829, -1.476, -1.484], [1.811, 1.607, 1.589]], "e_tot_ev": -10061.1212, "e_above_lowest_kj_mol": 38.5, "smiles": "CC(C)(C)[C@@]1(C)C[C@H]1N", "max_force_ev_per_a": 2.7, "orbital_gap_ev": 9.366, "homo_energy_ev": -8.5}